DFT (the ωB97M-V functional and the def2-TZVPD basis) results for a structure of composition C32H32CdN4O4S.

Output
**Gap between HOMO and LUMO**: 6.9769 eV
**Relative energy (zero: lowest compared OMol25 entry of this formula, charge and spin)**: 0.0 kJ/mol

Geometry (Å):
Cd 0.036 -0.684 0.687
C 3.384 -0.933 -1.155
C 2.653 -2.230 -1.284
C 3.376 -3.384 -1.587
C 2.708 -4.588 -1.649
C 1.345 -4.605 -1.419
C 0.679 -3.403 -1.173
N 1.338 -2.241 -1.109
C -0.785 -3.399 -0.943
C -1.563 -4.516 -1.267
C -2.904 -4.513 -0.931
C -3.446 -3.404 -0.312
C -2.624 -2.300 -0.055
N -1.332 -2.324 -0.380
C -3.158 -1.081 0.591
C -4.457 -1.046 1.098
C -4.941 0.127 1.652
C -4.119 1.233 1.681
C -2.820 1.112 1.185
C -1.916 2.300 1.218
N -2.359 -0.015 0.668
H 4.033 -0.774 -2.015
H 4.007 -0.966 -0.262
H 2.681 -0.111 -1.068
H 4.440 -3.330 -1.760
H 3.238 -5.506 -1.857
H 0.827 -5.549 -1.409
H -1.151 -5.376 -1.770
H -3.518 -5.380 -1.130
H -4.489 -3.419 -0.045
H -5.089 -1.916 1.090
H -5.944 0.170 2.047
H -4.459 2.173 2.091
H -2.414 3.156 0.761
H -0.994 2.071 0.688
H -1.673 2.562 2.248
O -0.979 -1.786 2.608
N -0.108 -2.668 2.711
O -0.167 -3.500 3.588
O 0.826 -2.683 1.889
C 3.070 4.568 -1.435
C 2.087 3.512 -1.836
C 0.742 3.614 -1.499
C -0.138 2.587 -1.798
C 0.326 1.456 -2.441
C 1.653 1.357 -2.824
C 2.526 2.386 -2.526
S -0.777 0.031 -2.693
C -1.009 0.347 -4.509
O -2.061 0.399 -2.089
H 2.569 5.489 -1.148
H 3.770 4.780 -2.240
H 3.651 4.219 -0.580
H 0.384 4.496 -0.988
H -1.185 2.645 -1.539
H 1.990 0.476 -3.349
H 3.565 2.305 -2.809
H -1.408 1.344 -4.647
H -1.722 -0.386 -4.870
H -0.063 0.234 -5.022
C 1.553 0.780 1.319
C 1.163 1.473 2.564
C 0.935 2.851 2.604
C 0.562 3.480 3.781
C 0.412 2.750 4.947
C 0.659 1.386 4.930
C 1.038 0.761 3.762
H 2.428 0.156 1.515
H 1.801 1.507 0.541
H 1.046 3.435 1.698
H 0.381 4.547 3.796
H 0.111 3.235 5.863
H 0.543 0.808 5.835
H 1.240 -0.303 3.762

Atomic partial charges in e from the Löwdin method, atoms 1 to 4:
1 Cd 1.405
2 C -0.039
3 C -0.314
4 C -0.017


DFT (the ωB97M-V functional and the def2-TZVPD basis) results for an isolated molecule of C4H5N3.

Output
**Gap between HOMO and LUMO**: 9.4494 eV
**Relative energy (zero: lowest compared OMol25 entry of this formula, charge and spin)**: 323.7 kJ/mol

Geometry (Å):
N -0.077 -1.115 -1.983
C 0.095 -1.091 -0.687
C -0.094 0.339 -0.151
N -1.254 0.389 0.731
C -0.742 0.496 1.903
N 0.664 0.607 2.006
C 1.063 0.521 0.791
H -0.445 -0.323 -2.494
H 0.111 -1.943 -2.554
H -0.134 1.131 -0.919
H -1.302 0.456 2.828
H 2.114 0.534 0.531

Atomic partial charges in e from the Löwdin method, atoms 1 to 4:
1 N 0.057
2 C -0.065
3 C -0.400
4 N 0.091


DFT (the ωB97M-V functional and the def2-TZVPD basis) results for a structure of composition C11H26AlIN2O3PS.

Output
**Gap between HOMO and LUMO**: 1.6124 eV
**Relative energy (zero: lowest compared OMol25 entry of this formula, charge and spin)**: 0.0 kJ/mol
**Charge**: +3

Geometry (Å):
N -1.745 -0.466 5.709
P -0.728 -1.275 4.689
O 0.090 -0.168 3.887
C -1.752 -2.326 3.472
I -1.907 -4.183 4.499
O -1.115 -2.517 2.251
C -1.175 -1.648 1.182
O -0.149 -1.264 0.717
C -2.567 -1.345 0.637
C -3.312 -0.156 1.308
C -4.782 -0.463 1.678
S -5.096 -0.724 3.443
H -2.458 -1.064 6.127
H -2.215 0.347 5.308
H -0.428 0.570 3.530
H -2.780 -1.937 3.405
H -2.382 -1.094 -0.413
H -3.167 -2.262 0.694
H -3.320 0.672 0.599
H -2.794 0.195 2.198
H -5.111 -1.403 1.220
H -5.451 0.308 1.300
H -4.695 0.491 3.846
C 2.730 -0.133 -0.529
C 3.077 1.099 -1.365
N 3.580 0.834 -2.688
C 4.243 1.937 -3.328
C 3.314 3.123 -3.732
C 2.834 -0.066 -3.518
C 1.388 0.395 -3.848
H 3.609 -0.776 -0.467
H 2.466 0.180 0.478
H 1.896 -0.712 -0.920
H 3.849 1.673 -0.847
H 2.199 1.767 -1.442
H 4.770 1.577 -4.212
H 5.006 2.320 -2.646
H 2.718 2.882 -4.607
H 3.968 3.956 -3.982
H 2.665 3.420 -2.910
H 2.776 -1.035 -3.014
H 3.388 -0.242 -4.439
H 0.874 0.778 -2.968
H 0.853 -0.478 -4.218
H 1.384 1.152 -4.627
Al -4.545 -1.937 -1.458

Atomic partial charges in e from the Löwdin method, atoms 1 to 4:
1 N -0.075
2 P 0.879
3 O -0.192
4 C -0.923


DFT (the ωB97M-V functional and the def2-TZVPD basis) results for an isolated molecule of C5H6O4.

Output
**Gap between HOMO and LUMO**: 10.3648 eV
**Relative energy (zero: lowest compared OMol25 entry of this formula, charge and spin)**: 78.3 kJ/mol
**SMILES**: C[C@@H](C=O)C(=O)C(=O)O

Geometry (Å):
C 0.637 1.901 -0.289
C -0.204 0.640 -0.429
C 0.524 -0.360 -1.315
O 1.397 -1.127 -0.926
C -0.522 0.025 0.899
O -0.584 0.585 1.977
C -0.799 -1.532 0.796
O -1.624 -2.004 0.040
O -0.126 -2.236 1.710
H 0.109 2.667 0.287
H 1.577 1.687 0.234
H 0.891 2.309 -1.273
H -1.161 0.860 -0.917
H 0.300 -0.251 -2.391
H -0.416 -3.164 1.600

Atomic partial charges in e from the Löwdin method, atoms 1 to 4:
1 C -0.038
2 C -0.269
3 C -0.199
4 O 0.078


DFT (the ωB97M-V functional and the def2-TZVPD basis) results for a structure of composition C5F15MgN2O11S5.

Output
**Gap between HOMO and LUMO (alpha / beta)**: 9.6246 / 4.1800 eV
**Multiplicity**: 2
**⟨S²⟩**: 0.766

Geometry (Å):
Mg 0.385 -0.263 0.010
C 3.996 -0.105 -1.595
F 3.224 -0.174 -2.675
F 4.953 -1.033 -1.669
F 4.568 1.073 -1.471
S 2.878 -0.473 -0.065
O 1.862 -1.441 -0.377
O 3.807 -0.965 1.000
O 2.050 0.719 0.140
C -2.536 -0.816 -2.769
F -2.860 -1.126 -4.084
F -3.172 0.277 -2.314
F -2.665 -1.865 -1.986
S -0.650 -0.435 -2.873
O 0.025 -1.689 -2.572
O -0.374 0.211 -4.151
N -0.311 0.604 -1.418
S -0.414 2.106 -1.986
O 0.800 2.526 -2.701
O -1.623 2.412 -2.793
C -0.521 3.240 -0.383
F 0.592 3.101 0.305
F -0.615 4.543 -0.702
F -1.571 2.844 0.397
C -3.122 -1.299 1.484
F -3.905 -2.339 1.574
F -3.355 -0.553 0.396
F -3.290 -0.545 2.652
S -1.330 -1.911 1.420
O -1.166 -3.090 2.255
O -0.995 -2.141 0.012
N -0.310 -0.602 1.697
S -0.335 -0.258 3.230
O -0.774 1.088 3.427
O -0.811 -1.257 4.187
C 1.565 -0.137 3.542
F 2.170 -1.326 3.344
F 2.070 0.754 2.746
F 1.759 0.342 4.767

Atomic partial charges in e from the Löwdin method, atoms 1 to 4:
1 Mg 0.399
2 C -0.629
3 F 0.148
4 F 0.155


DFT (the ωB97M-V functional and the def2-TZVPD basis) results for a structure of composition C23H20CoFN4O3S.

Output
**Gap between HOMO and LUMO (alpha / beta)**: 6.9042 / 3.4011 eV
**Charge**: +2
**Multiplicity**: 5
**⟨S²⟩**: 6.036

Geometry (Å):
Co -1.814 -0.426 -0.154
C 3.011 4.929 -1.398
C 3.513 3.904 -0.399
C 4.894 3.380 -0.752
C 5.411 2.489 0.363
C 4.411 1.416 0.694
C 4.810 0.255 1.312
C 3.885 -0.751 1.595
F 4.324 -1.859 2.201
C 2.567 -0.643 1.262
C 2.133 0.528 0.619
C 0.747 0.650 0.220
O -0.044 -0.331 0.521
C 0.369 1.816 -0.452
C 1.324 2.811 -0.634
N 2.585 2.728 -0.259
C 3.047 1.560 0.355
C -0.997 2.162 -0.990
O -1.230 3.269 -1.405
O -1.885 1.182 -1.030
H 3.781 5.691 -1.503
H 2.104 5.437 -1.076
H 2.844 4.485 -2.381
H 3.553 4.354 0.597
H 5.559 4.230 -0.900
H 4.844 2.835 -1.699
H 5.603 3.092 1.255
H 6.358 2.024 0.090
H 5.848 0.104 1.577
H 1.866 -1.431 1.491
H 0.999 3.726 -1.104
C -6.875 -0.652 1.126
N -5.985 -1.722 0.639
C -6.385 -2.878 0.099
C -5.247 -3.583 -0.262
N -4.176 -2.830 0.065
C -4.609 -1.638 0.623
S -3.767 -0.335 1.192
C -2.822 -3.312 -0.137
C -2.564 -4.636 0.138
C -1.306 -5.127 -0.199
C -0.386 -4.281 -0.787
C -0.731 -2.953 -0.978
N -1.935 -2.461 -0.649
H -7.869 -1.076 1.230
H -6.879 0.161 0.403
H -6.513 -0.304 2.089
H -7.423 -3.142 -0.017
H -5.159 -4.546 -0.735
H -3.304 -5.269 0.606
H -1.061 -6.161 0.005
H 0.596 -4.625 -1.078
H -0.025 -2.243 -1.388

Atomic partial charges in e from the Löwdin method, atoms 1 to 4:
1 Co 0.632
2 C -0.035
3 C -0.278
4 C -0.135


DFT (the ωB97M-V functional and the def2-TZVPD basis) results for a cluster of 2 separate species, C3H7N3O2S in total.

Output
**Gap between HOMO and LUMO**: 9.5593 eV
**Relative energy (zero: lowest compared OMol25 entry of this formula, charge and spin)**: 70.7 kJ/mol

Geometry (Å):
C 0.753 -1.453 1.956
C 0.329 1.799 -1.174
C 1.167 0.497 -1.434
N -0.171 -2.217 1.373
N -1.326 0.416 1.188
N 0.760 -0.468 -2.116
O 0.868 2.755 -0.721
O -0.908 1.780 -1.594
S 0.263 0.159 2.184
H 2.271 0.551 -1.045
H -1.108 -1.892 1.154
H -2.042 0.206 1.809
H -1.214 1.389 1.221
H -1.075 0.882 -2.010
H 0.017 -3.198 1.426
H 1.416 -1.204 -2.217

Atomic partial charges in e from the Löwdin method, atoms 1 to 4:
1 C -0.541
2 C -0.589
3 C -0.147
4 N -0.053


DFT (the ωB97M-V functional and the def2-TZVPD basis) results for the ion C4H5N2O2S with charge -1.

Output
**Gap between HOMO and LUMO**: 6.1017 eV
**Relative energy (zero: lowest compared OMol25 entry of this formula, charge and spin)**: 643.9 kJ/mol
**Charge**: -1

Geometry (Å):
C -0.573 -1.161 0.118
C -0.357 1.621 0.491
C -1.428 -0.117 -0.246
C 1.287 0.331 -0.377
N 0.846 1.498 0.452
N 0.730 -1.013 -0.058
O 1.755 -1.862 0.445
O 2.550 0.168 -0.371
S -3.069 -0.252 0.091
H -0.897 -2.178 0.289
H -0.957 2.484 0.818
H 0.918 0.560 -1.329
H 2.503 -0.924 0.373
H -3.309 0.845 -0.695

Atomic partial charges in e from the Löwdin method, atoms 1 to 4:
1 C -0.237
2 C -0.060
3 C -0.631
4 C -0.584


| no. | strongest force on any atom (hartree/bohr) |
| --- | --- |
| 1 | 0.037 |
| 2 | 0.014 |
| 3 | 0.051 |
| 4 | 0.041 |
| 5 | 0.134 |
| 6 | 0.009 |
| 7 | 0.071 |
| 8 | 0.086 |